Formula: C32H29KN5O4S2
Source: OMol25
Level of theory: ωB97M-V with the def2-TZVPD basis set

Values from the calculation:
Energy ... -87293.610 eV
Charge ... -1
M ... 650.85 g mol⁻¹
Relative energy (zero: lowest compared OMol25 entry of this formula, charge and spin) ... 131.5 kJ/mol
Kohn-Sham gap ... 6.896 eV

Last column: Löwdin charge in e.
Cartesian coordinates (Å):
1 K -0.354 -0.448 -0.026  0.707
2 C -0.802 2.425 3.780  0.007
3 C -0.051 1.856 2.602  -0.526
4 O -0.487 0.932 1.950  -0.067
5 N 1.145 2.450 2.317  0.076
6 C 2.026 1.993 1.248  -0.105
7 C 2.910 0.826 1.631  -0.278
8 C 4.294 0.908 1.590  -0.037
9 C 5.037 -0.217 1.914  -0.072
10 C 4.372 -1.378 2.268  -0.076
11 C 2.983 -1.365 2.286  -0.123
12 N 2.264 -0.289 1.978  0.137
13 H -1.862 2.239 3.628  0.088
14 H -0.628 3.493 3.910  0.075
15 H -0.489 1.906 4.688  0.086
16 H 1.502 3.116 2.980  0.131
17 H 2.636 2.837 0.926  0.124
18 H 1.417 1.695 0.396  0.096
19 H 4.777 1.830 1.292  0.109
20 H 6.119 -0.190 1.879  0.104
21 H 4.914 -2.282 2.510  0.099
22 H 2.420 -2.260 2.527  0.112
23 O -1.110 2.979 -2.674  -0.015
24 C -0.798 1.910 -2.125  -0.676
25 O -1.355 1.323 -1.166  -0.185
26 C 0.395 1.174 -2.765  -0.183
27 C 0.392 1.046 -4.183  -0.003
28 C 1.411 0.381 -4.785  -0.014
29 C 2.461 -0.162 -3.995  -0.159
30 C 3.558 -0.877 -4.544  -0.036
31 C 4.531 -1.394 -3.735  -0.084
32 C 4.443 -1.220 -2.332  -0.071
33 C 3.398 -0.533 -1.783  -0.003
34 C 2.385 0.020 -2.605  -0.198
35 N 1.346 0.690 -2.004  0.137
36 H -0.421 1.493 -4.737  0.110
37 H 1.439 0.250 -5.862  0.110
38 H 3.601 -1.020 -5.619  0.105
39 H 5.351 -1.969 -4.154  0.070
40 H 5.191 -1.669 -1.689  0.105
41 H 3.294 -0.430 -0.710  0.095
42 C -4.435 2.078 -1.066  -0.029
43 N -4.266 0.691 -1.469  -0.117
44 C -3.602 0.306 -2.623  -0.071
45 C -3.503 -1.031 -2.602  -0.076
46 N -4.118 -1.444 -1.428  0.057
47 C -4.588 -0.389 -0.715  -0.843
48 S -5.408 -0.453 0.767  0.462
49 H -5.252 2.539 -1.624  0.088
50 H -3.497 2.599 -1.249  0.077
51 H -4.675 2.088 -0.007  0.052
52 H -3.223 1.031 -3.322  0.125
53 H -3.052 -1.715 -3.296  0.113
54 H -4.127 -2.378 -1.056  0.143
55 C 8.976 -4.450 -3.991  -0.084
56 C 7.558 -4.157 -3.545  -0.745
57 O 6.927 -3.237 -3.992  0.008
58 S 6.982 -5.319 -2.329  1.021
59 C 5.398 -4.689 -1.908  -0.564
60 C 4.392 -4.526 -2.857  -0.109
61 C 3.143 -4.083 -2.471  -0.042
62 C 2.840 -3.805 -1.129  -0.285
63 C 3.862 -3.995 -0.189  -0.049
64 C 5.124 -4.422 -0.569  -0.119
65 C 1.546 -3.328 -0.751  -0.263
66 C 0.405 -2.921 -0.502  -0.164
67 H 9.016 -4.393 -5.077  0.083
68 H 9.334 -5.422 -3.653  0.057
69 H 9.625 -3.675 -3.582  0.085
70 H 4.595 -4.734 -3.901  0.112
71 H 2.370 -3.929 -3.213  0.121
72 H 3.647 -3.794 0.853  0.090
73 H 5.902 -4.549 0.174  0.094

Formula: C32H30As2IrN9O
Source: OMol25
Level of theory: ωB97M-V with the def2-TZVPD basis set

Values from the calculation:
Energy ... -173632.553 eV
Charge ... +2
M ... 898.72 g mol⁻¹
Relative energy (zero: lowest compared OMol25 entry of this formula, charge and spin) ... 140.5 kJ/mol
Kohn-Sham gap ... 6.339 eV

Last column: Löwdin charge in e.
Cartesian coordinates (Å):
1 Ir 0.191 -0.706 -0.820  1.024
2 C -1.010 2.200 -3.981  -0.056
3 C -0.389 1.147 -3.330  -0.076
4 N -0.535 0.979 -2.015  -0.001
5 C -1.298 1.848 -1.335  -0.197
6 C -1.903 2.901 -2.012  -0.054
7 N -1.757 3.072 -3.317  0.146
8 C -1.477 1.553 0.090  -0.200
9 C -1.967 2.436 1.028  0.093
10 C -2.105 2.047 2.364  -0.076
11 C -1.757 0.723 2.653  0.091
12 C -1.295 -0.106 1.655  -0.226
13 N -1.127 0.314 0.409  -0.030
14 C -0.981 -1.528 1.810  -0.263
15 C -1.427 -2.331 2.851  -0.055
16 N -1.157 -3.625 2.901  0.147
17 C -0.474 -4.164 1.897  -0.056
18 C -0.043 -3.393 0.831  -0.066
19 N -0.277 -2.080 0.812  -0.031
20 C -2.611 2.973 3.404  -0.162
21 C -2.833 2.544 4.709  0.000
22 C -3.344 3.434 5.643  -0.101
23 N -3.634 4.699 5.346  0.092
24 C -3.413 5.124 4.103  -0.100
25 C -2.899 4.302 3.110  0.000
26 H -0.901 2.347 -5.049  0.130
27 H 0.228 0.439 -3.861  0.078
28 H -2.535 3.611 -1.493  0.130
29 H -2.241 3.429 0.704  0.118
30 H -1.846 0.329 3.654  0.118
31 H -2.048 -1.927 3.642  0.137
32 H -0.273 -5.227 1.940  0.130
33 H 0.479 -3.819 -0.013  0.096
34 H -2.632 1.529 5.027  0.106
35 H -3.530 3.122 6.664  0.120
36 H -3.661 6.159 3.897  0.121
37 H -2.737 4.729 2.129  0.107
38 C 2.290 -0.872 2.223  -0.221
39 As 2.071 0.007 0.516  1.089
40 C 2.308 1.862 0.981  -0.227
41 C 3.672 -0.542 -0.412  -0.403
42 C 4.918 -0.180 0.092  -0.084
43 C 6.071 -0.677 -0.497  -0.035
44 C 5.979 -1.543 -1.580  -0.034
45 C 4.738 -1.882 -2.097  -0.081
46 C 3.578 -1.372 -1.523  -0.404
47 As 1.838 -1.792 -2.254  1.078
48 C 2.043 -1.267 -4.101  -0.241
49 C 1.850 -3.716 -2.403  -0.237
50 H 3.267 -0.598 2.613  0.051
51 H 2.238 -1.951 2.101  0.040
52 H 1.519 -0.548 2.919  0.040
53 H 3.203 1.970 1.588  0.044
54 H 1.445 2.199 1.554  0.034
55 H 2.398 2.465 0.081  0.048
56 H 4.993 0.489 0.940  0.107
57 H 7.040 -0.398 -0.104  0.124
58 H 6.879 -1.948 -2.026  0.124
59 H 4.680 -2.552 -2.947  0.109
60 H 2.896 -1.794 -4.519  0.047
61 H 2.209 -0.196 -4.183  0.040
62 H 1.148 -1.546 -4.656  0.043
63 H 2.547 -4.010 -3.183  0.047
64 H 0.849 -4.058 -2.664  0.043
65 H 2.153 -4.167 -1.460  0.037
66 N -2.697 -1.390 -3.717  0.231
67 C -2.281 -1.432 -2.450  -0.495
68 O -1.097 -1.868 -2.194  -0.212
69 C -3.160 -0.918 -1.445  -0.213
70 C -3.226 -1.551 -0.187  -0.176
71 N -3.273 -2.087 0.838  0.213
72 C -3.836 0.304 -1.667  -0.214
73 N -4.273 1.365 -1.831  0.188
74 H -3.646 -1.137 -3.940  0.137
75 H -2.111 -1.752 -4.451  0.129

Formula: C32H30BCl4N2O4RuS2
Source: OMol25
Level of theory: ωB97M-V with the def2-TZVPD basis set

Values from the calculation:
Energy ... -119866.330 eV
Multiplicity ... 2
Charge ... -2
M ... 824.43 g mol⁻¹
Relative energy (zero: lowest compared OMol25 entry of this formula, charge and spin) ... 10.1 kJ/mol
Expectation value of S² ... 0.754
Kohn-Sham gap (spin up / spin down) ... 5.632 / 5.472 eV

Last column: Löwdin charge in e.
Cartesian coordinates (Å):
1 Ru 0.176 -0.083 0.196  0.873
2 C -2.574 1.595 0.513  -0.096
3 N -1.862 0.612 1.331  -0.225
4 C -1.245 1.225 2.514  -0.173
5 C -0.151 0.332 3.078  -0.165
6 N 1.053 0.294 2.193  -0.242
7 C 1.915 -0.820 2.647  -0.085
8 C 1.767 1.579 2.299  -0.260
9 C 2.467 1.889 3.460  -0.057
10 C 3.111 3.105 3.613  -0.125
11 C 3.044 4.035 2.578  -0.128
12 C 2.349 3.740 1.424  -0.132
13 C 1.692 2.506 1.245  -0.610
14 S 0.853 2.164 -0.229  0.676
15 C -2.691 -0.525 1.689  -0.271
16 C -3.944 -0.302 2.252  -0.056
17 C -4.781 -1.348 2.609  -0.128
18 C -4.341 -2.650 2.396  -0.130
19 C -3.093 -2.880 1.848  -0.137
20 C -2.226 -1.834 1.482  -0.587
21 S -0.648 -2.222 0.854  0.706
22 H -3.330 2.147 1.092  0.074
23 H -3.044 1.076 -0.319  0.081
24 H -1.846 2.302 0.117  0.036
25 H -1.996 1.423 3.293  0.121
26 H -0.815 2.179 2.203  0.107
27 H -0.522 -0.691 3.156  0.099
28 H 0.153 0.673 4.074  0.119
29 H 2.085 -0.778 3.730  0.077
30 H 2.867 -0.754 2.126  0.097
31 H 1.421 -1.756 2.399  0.042
32 H 2.514 1.167 4.266  0.097
33 H 3.659 3.322 4.522  0.081
34 H 3.545 4.993 2.672  0.086
35 H 2.302 4.455 0.612  0.087
36 H -4.273 0.720 2.407  0.097
37 H -5.758 -1.151 3.034  0.080
38 H -4.977 -3.491 2.652  0.086
39 H -2.752 -3.895 1.676  0.086
40 Cl -2.312 -0.988 -6.274  0.591
41 C -1.167 -0.879 -4.969  -0.725
42 C 0.177 -1.078 -5.202  -0.727
43 Cl 0.755 -1.445 -6.801  0.584
44 C 1.082 -0.974 -4.130  -0.587
45 Cl 2.782 -1.208 -4.386  0.687
46 C 0.667 -0.668 -2.841  -0.275
47 O 1.543 -0.474 -1.882  0.001
48 C -0.734 -0.490 -2.587  -0.377
49 O -1.146 -0.273 -1.387  -0.241
50 C -1.612 -0.589 -3.672  -0.606
51 Cl -3.301 -0.344 -3.344  0.644
52 C 7.449 -5.139 -0.226  -0.066
53 C 6.406 -4.920 -1.330  -0.567
54 C 5.547 -6.182 -1.419  -0.083
55 C 7.128 -4.743 -2.673  -0.060
56 C 5.570 -3.671 -1.027  -0.201
57 C 6.209 -2.446 -0.871  -0.077
58 C 5.504 -1.262 -0.621  0.002
59 C 4.131 -1.327 -0.535  -0.241
60 O 3.255 -0.345 -0.294  0.095
61 B 1.903 -0.940 -0.441  -0.896
62 O 2.154 -2.402 -0.528  0.084
63 C 3.475 -2.555 -0.681  -0.222
64 C 4.169 -3.722 -0.923  0.054
65 H 8.040 -6.038 -0.432  0.072
66 H 6.960 -5.259 0.743  0.086
67 H 8.133 -4.293 -0.150  0.069
68 H 6.187 -7.047 -1.617  0.074
69 H 4.816 -6.113 -2.226  0.083
70 H 5.008 -6.364 -0.487  0.083
71 H 7.738 -5.622 -2.906  0.073
72 H 7.780 -3.868 -2.654  0.071
73 H 6.404 -4.598 -3.478  0.089
74 H 7.289 -2.392 -0.956  0.090
75 H 6.017 -0.314 -0.511  0.108
76 H 3.614 -4.643 -1.036  0.109

Question: Among the records above, which one has the lowest M?
Answer: C32H29KN5O4S2